C47H64N4O12 | the ωB97M-V functional and the def2-TZVPD basis

Each line ends with the natural charge from an NBO analysis.
Element x y z (Å)
C -4.551 -1.926 4.712  -0.24
O -5.129 -1.733 3.449  -0.54
C -4.301 -2.068 2.346  0.08
C -5.238 -2.370 1.209  -0.29
C -5.003 -3.208 0.211  0.14
O -3.822 -3.881 0.073  -0.52
C -3.490 -4.281 -1.253  0.46
C -4.027 -5.660 -1.589  -0.65
H -5.100 -5.695 -1.421  0.22
H -3.531 -6.384 -0.948  0.24
H -3.814 -5.887 -2.630  0.23
C -1.949 -4.163 -1.283  0.54
O -1.211 -4.996 -0.770  -0.59
C -1.685 -2.922 -1.940  -0.33
C -2.922 -2.455 -2.411  0.43
C -3.103 -1.243 -3.046  -0.18
C -1.973 -0.437 -3.205  0.43
C -0.682 -0.857 -2.757  -0.14
C 0.454 -0.024 -2.927  0.29
C 1.704 -0.439 -2.516  0.11
C 1.901 -1.714 -1.949  -0.11
C 0.787 -2.546 -1.740  0.30
C -0.504 -2.132 -2.133  0.03
O 1.048 -3.733 -1.166  -0.70
H 0.236 -4.275 -1.005  0.51
C 3.202 -2.194 -1.553  -0.07
N 4.260 -1.508 -1.794  -0.22
N 5.493 -1.877 -1.534  -0.22
C 6.457 -0.799 -1.520  -0.22
H 6.065 0.028 -2.114  0.24
C 6.686 -0.328 -0.080  -0.23
N 7.138 -1.452 0.717  -0.46
C 6.117 -2.478 0.750  -0.23
H 6.459 -3.306 1.374  0.21
C 5.886 -2.979 -0.681  -0.25
H 5.129 -3.763 -0.702  0.21
H 6.824 -3.378 -1.075  0.21
H 5.160 -2.105 1.160  0.17
C 7.725 -1.146 2.009  -0.03
H 7.952 -2.119 2.457  0.20
C 9.037 -0.343 1.871  -0.42
H 9.838 -0.866 2.394  0.21
H 9.332 -0.246 0.828  0.22
C 8.778 1.004 2.546  -0.40
C 7.799 0.649 3.662  -0.40
C 6.842 -0.328 2.985  -0.44
H 6.093 0.230 2.424  0.20
H 6.324 -0.968 3.699  0.21
H 8.330 0.151 4.475  0.19
H 7.287 1.520 4.067  0.21
H 8.304 1.698 1.850  0.20
H 9.692 1.463 2.919  0.21
H 7.437 0.459 -0.070  0.21
H 5.733 0.096 0.283  0.17
H 7.395 -1.163 -1.946  0.19
H 3.202 -3.161 -1.054  0.20
N 2.798 0.449 -2.716  -0.66
C 3.266 1.307 -1.759  0.68
O 4.364 1.813 -1.846  -0.61
C 2.311 1.597 -0.640  -0.07
C 1.435 2.606 -0.691  -0.22
C 1.296 3.493 -1.824  -0.26
C 0.334 4.388 -2.059  -0.11
C -0.867 4.731 -1.217  -0.28
C -0.436 5.373 0.107  -0.60
H 0.353 6.097 -0.084  0.22
H -0.052 4.636 0.806  0.20
H -1.266 5.896 0.575  0.21
H -1.446 5.467 -1.780  0.21
C -1.780 3.495 -1.045  0.12
H -1.192 2.696 -0.568  0.16
O -2.142 3.083 -2.341  -0.76
H -2.918 2.508 -2.253  0.51
C -3.016 3.769 -0.164  -0.25
C -3.969 4.763 -0.830  -0.62
H -4.878 4.866 -0.240  0.21
H -3.505 5.742 -0.914  0.21
H -4.238 4.417 -1.824  0.23
H -2.681 4.195 0.784  0.22
C -3.796 2.478 0.178  0.12
O -4.305 1.917 -1.018  -0.78
H -5.139 1.463 -0.812  0.52
H -4.632 2.798 0.819  0.16
C -2.988 1.410 0.963  -0.28
H -2.225 1.011 0.289  0.22
C -2.335 1.986 2.216  -0.63
H -3.094 2.384 2.886  0.21
H -1.639 2.781 1.963  0.21
H -1.778 1.217 2.743  0.21
C -3.928 0.235 1.313  0.16
H -4.368 -0.147 0.382  0.22
C -3.263 -0.948 2.034  -0.28
C -2.093 -1.491 1.220  -0.61
H -1.245 -0.811 1.248  0.21
H -2.388 -1.627 0.184  0.21
H -1.770 -2.452 1.610  0.22
H -2.900 -0.598 3.004  0.21
O -4.987 0.696 2.160  -0.53
C -6.190 0.873 1.637  0.83
O -6.436 0.816 0.453  -0.65
C -7.207 1.149 2.709  -0.72
H -6.866 1.963 3.344  0.24
H -7.294 0.255 3.323  0.25
H -8.165 1.392 2.261  0.23
H 0.410 4.958 -2.976  0.20
H 2.095 3.412 -2.554  0.20
H 0.796 2.771 0.163  0.20
C 2.480 0.710 0.554  -0.62
H 3.502 0.789 0.926  0.22
H 2.302 -0.332 0.287  0.23
H 1.794 0.996 1.348  0.21
H 3.532 0.082 -3.314  0.43
O 0.325 1.195 -3.530  -0.70
H 1.191 1.631 -3.520  0.52
O -2.196 0.729 -3.799  -0.65
H -1.417 1.315 -3.759  0.54
C -4.442 -0.762 -3.506  -0.63
H -4.446 -0.641 -4.587  0.23
H -5.211 -1.471 -3.218  0.23
H -4.650 0.211 -3.065  0.24
O -3.951 -3.305 -2.163  -0.49
H -5.738 -3.376 -0.566  0.19
H -6.206 -1.903 1.276  0.23
H -3.730 -2.979 2.586  0.19
H -3.732 -1.225 4.910  0.16
H -5.343 -1.755 5.439  0.19
H -4.172 -2.950 4.822  0.17

Forces on the atoms, in the same order (eV/Å):
C 0.09 -0.02 0.07
O -0.24 -0.10 -0.17
C 0.36 0.05 -0.12
C 0.30 -0.29 0.22
C -0.33 0.26 -0.12
O 0.09 -0.05 0.10
C 0.10 -0.68 0.13
C 0.12 0.53 0.09
H -0.09 -0.01 0.00
H 0.01 -0.03 0.03
H 0.01 -0.05 -0.07
C -0.07 0.02 0.01
O -0.18 0.05 -0.01
C -0.30 0.16 -0.33
C 1.03 -0.05 0.25
C -0.03 0.31 -0.13
C -0.54 -0.57 0.18
C 0.64 0.20 0.08
C 0.34 -0.15 -0.02
C -0.35 -0.02 0.05
C -1.05 0.06 -0.14
C 0.54 0.65 -0.22
C -0.14 0.17 -0.07
O -0.15 -0.35 0.12
H 0.07 0.01 0.02
C 0.71 -0.66 0.46
N -0.47 0.23 -0.14
N 0.51 -0.32 -0.17
C 0.11 0.45 0.15
H 0.03 -0.12 -0.01
C 0.05 -0.08 -0.30
N 0.00 -0.22 -0.14
C 0.00 -0.15 -0.20
H -0.02 0.01 0.02
C -0.35 -0.16 0.38
H 0.06 -0.01 -0.05
H -0.06 -0.03 0.05
H 0.02 -0.04 0.02
C 0.03 -0.05 0.12
H -0.02 0.09 -0.03
C -0.06 0.12 0.02
H 0.05 -0.02 -0.02
H 0.06 -0.07 -0.05
C 0.14 -0.08 0.13
C -0.10 0.12 -0.07
C 0.08 -0.14 0.08
H -0.09 0.02 -0.03
H -0.11 0.01 -0.02
H 0.04 0.01 0.08
H 0.02 0.01 0.11
H -0.01 0.07 -0.04
H 0.02 0.10 -0.04
H 0.02 0.09 0.01
H 0.06 0.04 0.01
H 0.03 0.03 0.04
H 0.15 0.05 -0.03
N -0.28 0.06 -0.73
C -0.20 0.25 -0.15
O 0.17 0.04 0.14
C -0.11 0.17 0.37
C 0.19 -0.38 0.14
C -0.04 0.41 -0.31
C 0.13 -0.05 -0.16
C -0.10 -0.36 0.15
C -0.16 0.02 -0.21
H 0.05 0.05 0.06
H 0.07 -0.08 0.13
H -0.08 0.04 0.12
H 0.00 -0.05 0.03
C 0.16 0.35 0.56
H 0.00 0.12 0.01
O -0.19 -0.10 -0.27
H 0.02 -0.04 -0.10
C -0.24 -0.28 -0.30
C 0.20 -0.13 0.09
H -0.10 0.05 0.05
H 0.00 0.16 -0.05
H -0.06 0.06 -0.05
H 0.04 -0.06 0.01
C 0.47 0.11 0.55
O -0.11 -0.06 -0.31
H 0.08 0.01 0.03
H 0.06 -0.03 -0.08
C -0.54 0.08 0.07
H -0.01 -0.03 -0.04
C -0.02 -0.12 -0.30
H -0.04 0.09 0.14
H 0.10 0.10 0.04
H 0.08 -0.05 0.12
C 0.69 -0.32 -0.53
H 0.10 0.08 0.20
C -0.40 0.10 0.05
C -0.17 0.17 0.16
H 0.11 0.08 -0.04
H 0.03 -0.03 -0.16
H 0.07 -0.12 0.00
H 0.03 -0.02 0.01
O 0.10 0.17 0.28
C -0.39 0.21 0.11
O -0.10 -0.01 -0.15
C 0.00 -0.08 -0.20
H 0.04 0.04 0.06
H 0.00 -0.05 0.09
H 0.01 0.00 -0.02
H 0.10 0.01 -0.14
H 0.05 0.10 -0.14
H -0.02 -0.07 0.16
C -0.03 0.03 -0.01
H 0.08 -0.05 0.07
H 0.01 -0.08 0.07
H -0.05 0.01 0.06
H -0.01 0.17 0.19
O -0.21 -0.28 0.03
H -0.05 -0.04 0.02
O -0.06 -0.01 -0.06
H 0.05 -0.02 0.05
C 0.09 -0.01 0.02
H -0.10 0.03 -0.09
H -0.12 0.01 -0.02
H -0.10 0.05 -0.01
O -0.19 0.09 -0.16
H -0.03 -0.04 0.03
H -0.19 0.02 -0.14
H -0.03 0.10 0.03
H -0.01 -0.02 0.01
H 0.08 -0.02 0.07
H -0.01 0.03 0.02

Values from the calculation:
gap between HOMO and LUMO = 6.7 eV
LUMO level = -0.37 eV